1.
DFT (the ωB97M-V functional and the def2-TZVPD basis) results for 7 unconnected molecules or ions with the total composition C52H67Cl4N5O3.

Geometry as XYZ:
```
131
Properties=species:S:1:pos:R:3
H 9.53 6.91 2.22
C 6.39 14.28 11.37
H 7.62 7.11 12.79
C 8.48 7.16 2.17
C 6.96 7.36 6.17
H 6.22 11.44 12.76
C 3.19 13.30 2.50
H 12.43 8.28 11.40
H 14.30 10.70 17.70
H 7.05 10.38 13.95
C 9.02 2.28 12.61
H 5.21 13.52 6.63
H 8.33 8.16 1.77
H 10.13 10.94 7.21
C 6.66 4.83 15.11
Cl 7.75 9.44 19.75
C 7.14 7.61 8.65
H 12.56 10.87 17.82
H 8.62 11.29 5.36
H 13.72 8.86 13.39
H 5.58 10.11 19.13
C 10.60 7.86 12.58
C 7.14 10.88 12.98
C 6.14 6.98 5.10
H 13.78 8.80 19.01
H 6.03 10.59 16.73
C 4.88 11.68 3.31
H 12.91 11.13 13.30
C 8.20 11.28 6.36
H 5.34 14.05 11.53
H 8.95 8.20 6.56
H 3.54 14.30 2.23
H 6.19 10.25 4.08
H 6.17 8.67 18.21
C 6.40 9.65 18.59
C 8.31 3.10 13.47
C 13.25 10.27 15.89
C 12.74 8.41 13.53
O 5.98 2.89 16.24
Cl 6.48 15.25 9.88
C 6.33 7.50 7.52
H 7.88 6.44 1.62
H 11.52 9.06 16.10
N 8.60 10.94 8.65
H 14.07 8.24 17.41
C 4.68 8.21 11.37
O 7.33 9.99 11.90
H 9.53 2.69 11.75
H 12.33 6.73 12.11
H 10.05 8.33 14.60
C 6.31 7.53 14.44
H 8.24 -0.74 13.90
C 13.35 10.24 17.43
C 4.27 13.46 4.69
C 13.37 8.83 18.00
H 5.09 7.65 16.19
H 11.19 10.70 15.49
C 7.50 2.52 14.46
H 9.48 9.62 10.05
N 5.25 7.83 10.06
C 12.10 7.78 12.32
H 6.82 0.70 15.32
C 7.33 5.39 14.02
H 7.11 11.59 17.77
H 4.75 11.19 2.36
C 7.27 10.98 8.90
C 9.52 10.67 9.76
N 4.10 12.74 3.55
H 4.47 9.27 11.45
H 7.15 14.08 13.32
H 3.73 14.39 4.73
C 5.79 11.24 4.25
H 8.07 15.30 12.28
C 4.95 7.57 7.73
H 3.79 7.60 11.54
C 8.28 4.56 13.22
H 10.25 6.90 12.94
C 11.93 10.69 13.11
C 7.12 6.72 13.66
H 9.68 9.65 13.57
H 5.11 6.69 5.25
H 4.31 7.57 6.87
C 5.11 13.01 5.67
H 5.36 11.43 8.10
H 9.55 0.36 12.00
H 6.11 8.55 14.16
C 7.52 1.15 14.63
H 9.72 7.97 4.31
H 5.29 5.23 16.69
H 7.03 10.78 9.97
C 6.58 7.85 9.89
C 6.84 11.49 6.56
C 5.70 7.01 15.58
H 6.01 6.67 2.99
C 8.25 7.79 5.85
C 9.07 11.05 7.40
H 12.85 7.72 14.37
H 11.18 11.42 13.42
H 6.83 13.29 11.17
C 5.93 11.89 5.47
C 10.42 8.86 13.73
C 4.44 7.76 8.99
N 7.93 7.21 3.57
H 14.01 9.59 15.50
H 12.38 8.36 18.04
Cl 6.21 16.19 13.33
C 8.71 7.68 4.55
H 3.33 12.68 1.62
C 7.12 14.84 12.55
C 6.41 11.34 7.88
C 8.97 0.89 12.75
C 8.25 0.33 13.78
C 11.86 9.84 15.44
H 10.53 11.00 9.52
C 6.82 10.59 17.49
N 11.77 9.49 13.97
H 8.00 11.57 13.01
H 11.86 10.35 12.08
Cl 8.19 9.87 16.54
H 5.40 7.89 12.12
H 9.18 11.31 10.58
O 8.89 5.07 12.28
H 9.97 8.16 11.74
H 2.19 13.27 2.91
C 5.91 5.68 15.92
H 3.39 7.65 9.21
C 6.66 6.87 3.83
H 7.11 7.98 10.84
C 6.66 3.36 15.36
H 13.43 11.31 15.61
H 8.21 7.52 8.55
```

Its net charge is +4. For the total energy, the calculation gives -118656.5167 eV. The value obtained for the energy above the lowest of the compared OMol25 structures with the same formula, charge and spin is 0.00 kcal per mole. The value obtained for the HOMO energy is -15.3 eV. The calculation puts the HOMO-LUMO gap at 3.8 eV.

Atomic partial charges in e from the Löwdin method, atoms 1 to 2: 0.116 -0.700


2.
DFT (the ωB97M-V functional and the def2-TZVPD basis) results for a molecular structure, C52H69GeN2O2Pt.

Geometry as XYZ:
```
127
Properties=species:S:1:pos:R:3
C -0.27 -3.38 -1.59
H 0.64 2.21 2.56
H 0.54 -1.69 -2.65
H -0.03 -2.55 -4.88
H 1.77 2.25 1.00
C -2.53 0.61 -1.15
C 4.11 -1.03 -2.38
H 3.53 -6.48 0.10
C 4.00 1.36 -2.98
C -0.28 -3.13 -4.00
C -6.05 -1.03 -1.49
C 2.29 2.12 -1.03
H -2.83 -2.14 -1.12
C -0.86 2.38 1.01
C -2.69 2.64 -2.51
C -4.54 1.19 -2.39
H -3.80 2.40 -5.64
H -1.10 -5.31 4.34
H 1.60 -5.18 -0.69
C 1.86 -3.58 0.72
H -6.67 -0.18 -1.21
H -6.50 -1.92 -1.05
H 2.43 -2.17 2.24
H 6.03 -2.02 -2.36
C 0.04 -2.66 -2.74
H -5.40 4.63 -2.31
H 2.74 3.23 -5.49
C -3.98 2.35 -2.91
H -3.73 -0.68 1.00
C 2.19 -4.80 0.13
H -1.20 -5.18 -0.86
Pt 0.14 -0.24 -0.02
C -1.96 1.81 -1.66
C 2.76 3.06 -1.93
H 2.69 -1.44 -3.98
H -6.75 2.72 -3.30
H 4.25 3.92 -6.11
H -5.31 0.09 0.81
H -0.52 3.37 -1.55
C 3.70 5.10 -3.73
C -1.06 -3.49 1.46
C 1.36 2.56 0.04
C 4.07 -5.06 1.62
C -1.49 -4.77 3.48
C 3.29 -5.53 0.57
H 3.97 5.48 -2.75
C -0.60 -4.19 2.58
C 0.92 -0.15 3.01
H -4.35 -3.06 -1.03
N 0.02 1.96 -0.10
H 4.23 -0.81 -4.57
C -3.33 -3.99 2.17
H 4.13 -2.48 -3.99
H -5.20 -1.67 0.96
C -0.93 -4.35 -4.13
H -2.31 0.08 2.13
H 4.92 -5.63 1.96
N -0.23 0.33 2.23
H -2.20 3.54 -2.86
H 6.18 4.40 -4.56
C -1.26 -5.09 -3.00
C 4.22 3.68 -3.96
H -1.19 -4.73 -5.12
O 2.19 -0.06 -0.09
H -3.88 -2.23 -2.52
H -2.94 3.81 -5.02
H 6.18 2.71 -4.04
H 1.84 0.13 2.52
C -4.71 -0.79 0.55
H -6.10 -1.14 -2.58
H 2.45 -2.17 -1.58
C 2.65 -3.12 1.77
H -6.10 1.79 -4.66
C -4.61 -0.90 -0.98
Ge 0.19 -2.68 0.17
H 2.62 5.15 -3.84
H 0.46 -4.30 2.75
H -2.83 -2.89 0.41
H -1.42 -1.35 2.66
H -6.60 3.47 -4.89
C -0.34 1.81 2.31
C -1.47 -0.27 2.73
C -2.86 -4.67 3.28
C -2.44 -3.41 1.27
C 2.65 0.76 -1.07
H -1.01 2.08 3.13
H 3.97 -3.06 -1.70
H 4.68 1.05 -3.75
H 4.14 5.77 -4.48
C -6.12 2.78 -4.19
H 4.19 2.23 -5.60
C 3.53 -2.09 -1.46
O -1.90 -0.22 -0.30
H -5.35 5.36 -3.92
H 3.73 -1.87 -0.41
H 4.35 -3.47 3.03
H 0.13 1.86 -2.16
H -1.63 0.02 3.78
H 0.88 0.25 4.03
C -3.87 -2.16 -1.43
H 6.05 4.00 -2.84
H 5.88 -0.73 -1.16
C -0.55 2.28 -1.41
C -0.93 -4.60 -1.74
H -4.40 -3.91 1.99
H 0.86 -1.24 3.07
C -3.93 3.39 -5.18
C 5.63 -1.02 -2.19
H -5.55 0.95 -2.66
C -4.84 4.68 -3.24
C 3.64 2.70 -2.94
H 1.26 3.65 0.04
H -3.86 5.10 -3.02
H -0.91 3.47 1.06
C 3.82 3.24 -5.37
H -4.46 4.03 -5.90
C 3.54 0.37 -2.11
C -3.87 0.33 -1.52
H 2.43 4.08 -1.83
C 3.77 -1.46 -3.82
H -1.77 -6.04 -3.10
C -4.72 3.28 -3.87
H 6.13 -0.33 -2.87
H -3.54 -5.12 3.98
H -1.86 2.00 0.81
C 3.74 -3.85 2.22
C 5.75 3.70 -3.84
```

For the total energy, the calculation gives -121882.7770 eV. The value obtained for the energy above the lowest of the compared OMol25 structures with the same formula, charge and spin is 0.00 kcal per mole. The spin multiplicity is 2. The value obtained for the HOMO energy (spin up / spin down) is -7.5 / -7.5 eV. The calculation puts the HOMO-LUMO gap (spin up / spin down) at 7.7 / 6.3 eV.

Atomic partial charges in e from the Löwdin method, atoms 1 to 2: -0.324 0.112


3.
DFT (the ωB97M-V functional and the def2-TZVPD basis) results for 13 unconnected molecules or ions with the total composition C52H70ClF9I2N15O2.

Geometry as XYZ:
```
151
Properties=species:S:1:pos:R:3
C 2.93 1.28 -2.01
I -1.73 2.85 3.61
H -10.74 1.11 7.03
C -1.19 -3.66 0.17
H 4.04 -6.30 -4.25
H -0.05 -1.32 -4.26
N 7.85 -2.27 1.53
H 0.76 5.08 -2.85
H 5.85 2.72 -5.05
H 5.72 -2.26 -2.25
C 0.44 0.62 -4.23
H -3.57 5.36 2.46
H 0.46 -3.03 -1.93
H -1.24 -0.24 -3.44
C 14.45 0.70 -4.91
N -3.92 -4.63 -5.47
H -8.45 5.43 4.79
H 15.18 0.44 -4.14
N -7.95 3.97 0.42
C -3.91 -0.01 1.11
H -0.30 1.97 0.85
H -0.02 -2.46 2.54
C -0.46 0.94 1.14
H 0.83 3.67 -0.18
H -2.17 -3.71 -0.31
C 0.47 -0.93 -2.20
H 10.69 1.50 -5.59
C -4.74 0.93 0.52
H -3.04 -0.75 2.93
N 0.05 -0.11 0.25
H -4.93 0.90 -0.55
C 3.23 -7.03 -4.21
C -8.82 1.08 6.17
H -0.66 -4.55 -0.19
H -3.18 7.06 2.16
C 4.74 0.97 -5.40
H -0.72 4.26 -0.87
C 1.96 -6.37 -4.49
H 10.38 1.27 -3.86
N 3.34 -4.28 -1.82
N -0.18 -2.26 -1.72
H -4.15 1.03 4.31
I -1.81 -3.04 -2.89
F 2.19 -4.57 4.81
H -8.45 4.04 5.90
C 1.84 -3.92 3.69
H 3.41 -7.80 -4.95
C 5.65 1.76 -4.57
N 8.39 3.52 -4.83
F 3.22 2.59 -1.85
H 2.49 -1.77 -1.82
C -2.16 -6.51 -5.87
H -1.41 -6.16 -6.59
H 2.42 -0.71 -3.24
C -9.72 2.36 1.43
F -0.07 -5.29 4.05
C -8.07 4.42 4.95
C -3.67 0.01 2.48
C -6.62 4.44 4.98
H -1.21 -1.27 1.32
H 5.06 -2.48 2.99
H -1.53 0.85 1.31
H -4.75 3.28 7.58
N -8.07 1.41 5.38
H -1.66 -6.75 -4.94
H -1.19 1.21 -1.92
F 2.64 -0.23 -0.20
Cl 1.29 -2.77 0.36
C -1.51 -3.86 1.68
C 0.94 1.56 -4.79
C 6.73 -2.17 1.75
C -3.33 -1.07 0.23
H 0.73 2.04 4.22
C 0.28 2.18 3.24
H 0.89 2.91 2.72
C 0.28 3.90 -1.09
H -0.26 0.08 3.18
H -10.72 2.76 1.28
H -8.42 3.77 4.15
H 3.20 -7.48 -3.22
F 1.96 1.79 0.05
C 1.99 0.76 -0.85
H 6.58 1.23 -4.44
H -9.87 -0.43 7.18
H 1.24 0.48 2.34
H 14.85 0.42 -5.88
C 13.19 0.00 -4.66
C -9.77 0.65 7.20
C 0.52 0.32 -1.15
H 6.42 -3.89 -2.35
C -5.81 1.79 8.61
N -6.77 1.39 9.08
N 0.96 -5.85 -4.70
C 1.08 5.00 -1.81
H -0.41 3.02 -2.86
F 4.12 0.60 -1.91
C 9.91 1.40 -4.83
H 6.09 -3.16 -0.77
C -5.36 1.91 1.28
O -3.88 -2.12 0.08
C -0.52 -3.39 2.76
C -0.19 -0.52 -3.54
C -0.94 -1.13 0.28
H -5.62 2.69 3.25
N -5.47 4.48 4.99
C -4.29 0.99 3.23
H -9.65 1.38 0.95
H -4.88 6.55 2.31
O -2.14 -0.81 -0.44
C -3.96 6.02 0.51
H 1.23 2.66 -2.52
N -4.02 5.83 -0.62
C 0.49 -4.49 3.11
C -3.14 -5.45 -5.64
H -2.48 -3.41 1.89
F 2.81 -4.10 2.79
C 5.74 -3.25 -1.79
H -1.68 -4.93 1.82
C -0.38 -2.44 -0.24
C 1.87 -1.43 -2.65
H -9.54 2.24 2.50
C 4.40 -3.83 -1.81
H 5.20 1.94 -3.59
H 1.73 -2.29 -3.32
H -2.65 -7.39 -6.26
N -0.29 1.44 -1.54
C -8.73 3.26 0.87
N 4.07 0.34 -6.09
C -4.58 2.30 8.01
F 1.75 -2.62 3.98
C 0.25 2.69 -2.05
H -3.80 2.38 8.77
H 5.01 -1.00 2.02
C -3.89 6.26 1.95
H 1.28 2.41 -5.33
C 0.22 0.83 2.54
H 14.29 1.78 -4.89
H -9.39 0.96 8.18
H 2.15 4.77 -1.75
H -6.02 2.62 0.81
C 5.30 -2.05 2.02
H 4.73 -2.57 1.26
H 2.56 1.15 -3.02
H 9.32 0.51 -5.06
H -4.24 1.62 7.23
C 9.06 2.58 -4.83
H 0.94 5.96 -1.32
H -1.07 -3.22 3.69
N 12.21 -0.55 -4.47
F 0.79 -5.27 2.05
C -5.12 1.93 2.66
```

Its net charge is +1. For the total energy, the calculation gives -134674.5069 eV. The value obtained for the HOMO energy is -10.7 eV. The calculation puts the HOMO-LUMO gap at 6.5 eV.

Atomic partial charges in e from the Löwdin method, atoms 1 to 2: -0.287 0.973


Number 1: F_max 1.8 eV Å⁻¹. Number 2: F_max 0.4 eV Å⁻¹. Number 3: F_max 2.2 eV Å⁻¹.